Below is a molecular structure, C54H66F3IrP3SbSi, with properties calculated with wB97M-V/def2-TZVPD.

```
129
Properties=species:S:1:pos:R:3:mulliken_charge:R:1
Ir 0.101 -0.023 -0.162 3.460
C -2.048 1.410 -4.316 -1.944
C -2.097 0.044 -3.638 0.265
C -1.259 -0.985 -4.387 -1.566
P -1.792 0.025 -1.806 1.124
C -2.420 -1.653 -1.360 2.609
C -2.346 -1.766 0.152 -1.349
C -3.808 -2.024 -1.870 -1.916
C -3.065 1.208 -1.213 0.186
C -4.261 1.419 -1.906 -0.398
C -5.161 2.377 -1.474 -0.981
C -4.877 3.152 -0.356 -1.095
C -3.707 2.932 0.349 -0.271
C -2.801 1.950 -0.057 0.860
Si -1.320 1.493 0.976 -0.911
C -1.874 0.607 2.520 0.462
C -3.083 0.839 3.175 -0.341
C -3.408 0.137 4.325 -0.909
C -2.523 -0.806 4.831 -0.959
C -1.314 -1.042 4.194 -0.477
C -0.983 -0.340 3.036 0.833
P 0.642 -0.519 2.201 0.036
C 1.208 -2.271 2.498 1.653
C 0.211 -3.309 1.986 -1.307
C 1.639 -2.679 3.916 -1.886
C 1.764 0.631 3.166 2.438
C 1.197 1.031 4.532 -1.704
C 3.214 0.159 3.353 -2.084
C -0.290 2.970 1.479 1.094
C -0.623 3.867 2.495 -0.400
C 0.249 4.885 2.846 -0.914
C 1.467 5.015 2.189 -1.078
C 1.814 4.134 1.178 -0.312
C 0.935 3.112 0.822 -0.060
P 1.206 1.945 -0.544 1.259
C 3.017 1.774 -0.854 1.694
C 3.789 2.943 -1.483 -1.836
C 3.702 1.320 0.424 -0.724
C 0.497 2.788 -2.028 1.897
C 1.022 2.136 -3.303 -1.624
C 0.699 4.306 -2.025 -1.555
H -2.458 1.312 -5.322 0.557
H -1.032 1.769 -4.419 0.357
H -2.633 2.167 -3.794 0.289
H -3.135 -0.295 -3.673 0.683
H -0.206 -0.721 -4.379 0.152
H -1.582 -1.024 -5.428 0.555
H -1.362 -1.991 -3.978 0.238
H -1.688 -2.340 -1.793 -1.665
H -3.060 -1.106 0.644 0.253
H -1.344 -1.493 0.543 -0.987
H -2.523 -2.789 0.486 0.762
H -4.560 -1.310 -1.530 0.357
H -4.084 -3.002 -1.471 0.510
H -3.855 -2.097 -2.955 0.417
H -4.504 0.855 -2.796 0.409
H -6.080 2.533 -2.023 0.492
H -5.569 3.921 -0.039 0.475
H -3.494 3.541 1.221 0.514
H -3.790 1.557 2.778 0.535
H -4.350 0.319 4.825 0.462
H -2.773 -1.360 5.726 0.473
H -0.640 -1.766 4.619 0.378
H 2.089 -2.328 1.851 -1.395
H -0.713 -3.285 2.566 0.386
H 0.651 -4.302 2.091 0.679
H -0.030 -3.179 0.938 -0.355
H 2.355 -3.498 3.829 0.425
H 0.799 -3.070 4.486 0.523
H 2.106 -1.893 4.499 0.387
H 1.753 1.526 2.540 -1.468
H 1.057 0.171 5.188 0.240
H 0.246 1.556 4.453 0.307
H 1.911 1.700 5.014 0.548
H 3.301 -0.518 4.198 0.524
H 3.834 1.026 3.583 0.474
H 3.653 -0.338 2.491 0.360
H -1.554 3.754 3.039 0.474
H -0.011 5.576 3.642 0.468
H 2.152 5.803 2.469 0.476
H 2.766 4.255 0.686 0.141
H 3.052 0.936 -1.560 -0.713
H 4.825 2.616 -1.594 0.508
H 3.805 3.831 -0.858 0.261
H 3.436 3.237 -2.467 0.428
H 3.661 2.081 1.203 0.362
H 4.749 1.090 0.224 0.739
H 3.223 0.418 0.792 -0.837
H -0.581 2.610 -1.949 -0.636
H 2.107 2.146 -3.351 0.237
H 0.672 2.686 -4.176 0.720
H 0.688 1.103 -3.387 -0.059
H 1.748 4.596 -2.044 0.292
H 0.232 4.773 -1.160 0.358
H 0.228 4.717 -2.920 0.525
F 2.372 -2.378 -7.532 -0.336
C 2.263 -2.285 -6.206 -0.172
C 1.752 -3.355 -5.498 -0.778
C 1.639 -3.248 -4.119 -0.733
C 2.021 -2.083 -3.461 0.705
C 2.546 -1.029 -4.209 -0.279
C 2.677 -1.120 -5.584 -0.911
Sb 1.803 -1.902 -1.360 -1.009
C 1.473 -3.948 -0.905 0.842
C 2.449 -4.723 -0.286 -0.812
C 2.207 -6.056 0.018 -0.809
C 0.983 -6.602 -0.317 -0.038
F 0.744 -7.882 -0.027 -0.342
C -0.003 -5.868 -0.952 -0.790
C 0.253 -4.537 -1.238 -0.057
C 3.879 -1.773 -0.874 1.210
C 4.844 -1.517 -1.846 -0.792
C 6.188 -1.432 -1.515 -0.824
C 6.564 -1.631 -0.200 -0.224
F 7.855 -1.549 0.126 -0.353
C 5.643 -1.926 0.789 -0.627
C 4.305 -1.986 0.438 -0.378
H 1.459 -4.254 -6.023 0.527
H 1.260 -4.098 -3.565 0.431
H 2.871 -0.119 -3.724 0.546
H 3.094 -0.316 -6.175 0.524
H 3.419 -4.308 -0.049 0.518
H 2.956 -6.674 0.494 0.495
H -0.939 -6.341 -1.213 0.537
H -0.521 -3.964 -1.736 0.326
H 4.568 -1.406 -2.885 0.529
H 6.944 -1.236 -2.263 0.545
H 5.979 -2.105 1.801 0.535
H 3.588 -2.230 1.214 1.129
```

Properties
energy = -110333.6546 eV
total charge = +2
LUMO energy = -6.22 eV
spin multiplicity = 1
E_HOMO = -0.49241 Eh


Below is a molecular structure, C54H68IrN10O5P2Si, with properties calculated with wB97M-V/def2-TZVPD.

```
141
Properties=species:S:1:pos:R:3:mulliken_charge:R:1
Ir 0.052 -0.376 -0.108 3.386
O -5.127 1.963 1.447 -0.505
C -4.162 2.560 2.134 -0.173
O -4.369 3.319 3.037 -0.613
C -2.746 2.208 1.784 1.569
C -1.660 2.688 2.480 -1.046
N -0.571 2.076 2.013 0.550
N -0.871 1.197 1.041 0.309
C -2.191 1.290 0.901 -1.049
C -2.764 0.436 -0.128 0.631
O -3.864 0.643 -0.606 -0.836
O -1.970 -0.521 -0.448 0.327
H -4.789 1.515 0.641 0.303
H -1.625 3.419 3.274 0.724
H 0.384 2.237 2.281 -0.617
C 4.289 1.463 -0.391 -1.429
N 2.887 0.989 -0.428 1.021
P 2.239 0.182 0.928 1.895
C 3.672 -0.793 1.487 1.079
C 4.580 -0.268 2.410 -0.818
C 5.712 -0.991 2.761 -0.728
C 5.959 -2.230 2.189 -0.916
C 5.063 -2.754 1.267 -0.530
C 3.923 -2.042 0.934 0.234
C 2.229 1.487 2.167 -0.520
C 2.060 1.145 3.513 -0.200
C 2.063 2.133 4.485 -1.099
C 2.236 3.465 4.120 -1.023
C 2.388 3.812 2.783 -0.967
C 2.371 2.828 1.802 0.203
P 2.271 0.263 -1.826 1.110
C 1.908 1.604 -2.981 0.245
C 2.172 2.937 -2.694 -0.341
C 1.924 3.917 -3.648 -0.810
C 1.392 3.568 -4.881 -0.829
C 1.122 2.234 -5.171 -0.779
C 1.378 1.256 -4.224 -0.513
C 3.763 -0.431 -2.651 1.499
C 4.449 0.291 -3.633 -0.970
C 5.581 -0.242 -4.236 -0.877
C 6.046 -1.499 -3.878 -0.806
C 5.385 -2.220 -2.894 -1.368
C 4.253 -1.689 -2.294 0.177
H 4.480 1.977 0.548 0.501
H 4.459 2.161 -1.209 0.497
H 4.994 0.636 -0.482 0.215
H 4.422 0.701 2.861 0.470
H 6.404 -0.579 3.484 0.465
H 6.845 -2.787 2.463 0.443
H 5.249 -3.722 0.817 0.546
H 3.209 -2.469 0.261 -0.953
H 1.939 0.106 3.796 0.634
H 1.952 1.864 5.527 0.551
H 2.255 4.236 4.880 0.469
H 2.530 4.847 2.502 0.545
H 2.468 3.099 0.759 0.122
H 2.580 3.217 -1.730 0.037
H 2.154 4.952 -3.429 0.508
H 1.193 4.334 -5.620 0.425
H 0.718 1.959 -6.137 0.511
H 1.171 0.215 -4.453 0.320
H 4.119 1.277 -3.930 0.518
H 6.099 0.333 -4.993 0.476
H 6.921 -1.914 -4.361 0.426
H 5.748 -3.195 -2.594 0.502
H 3.773 -2.259 -1.514 -0.083
N -0.779 -3.068 -3.447 -0.178
C 0.225 -2.695 -2.634 -0.824
N 1.429 -3.250 -2.844 -0.219
O -0.013 -1.883 -1.714 0.574
H -0.651 -3.707 -4.212 0.206
H -1.696 -2.689 -3.285 0.249
H 1.605 -3.850 -3.630 0.257
H 2.223 -2.874 -2.359 -0.393
C 0.183 -5.007 2.475 -1.915
C 0.522 -3.653 1.836 2.918
C 1.422 -2.909 2.839 -1.522
C 1.313 -3.901 0.545 -1.396
Si -0.987 -2.488 1.451 -3.706
C -2.453 -3.753 0.532 2.861
C -1.680 -4.575 -0.486 -1.546
C -3.017 -4.561 1.683 -2.000
C -3.491 -2.884 -0.166 -1.967
C -1.793 -1.828 3.106 3.037
C -0.905 -0.691 3.665 -1.589
C -1.880 -2.875 4.230 -1.856
C -3.198 -1.267 2.848 -1.716
H 1.125 -5.480 2.778 0.581
H -0.309 -5.689 1.787 0.329
H -0.429 -4.914 3.368 0.432
H 2.375 -3.439 2.956 0.755
H 0.960 -2.862 3.824 0.559
H 1.648 -1.895 2.521 -0.380
H 2.273 -4.376 0.783 0.726
H 1.499 -2.969 0.012 -0.708
H 0.784 -4.555 -0.141 0.533
H -1.025 -5.307 -0.026 0.388
H -1.112 -3.944 -1.154 0.108
H -2.397 -5.142 -1.100 0.683
H -2.261 -5.029 2.300 0.343
H -3.614 -5.379 1.254 0.576
H -3.687 -3.980 2.308 0.442
H -3.048 -2.211 -0.883 0.068
H -4.096 -2.302 0.527 0.355
H -4.184 -3.541 -0.715 0.589
H -0.034 -1.094 4.181 0.495
H -1.470 -0.098 4.395 0.726
H -0.545 -0.022 2.896 0.132
H -0.901 -3.200 4.575 0.426
H -2.461 -3.751 3.965 0.294
H -2.382 -2.401 5.081 0.571
H -3.249 -0.618 1.979 0.246
H -3.519 -0.681 3.716 0.649
H -3.931 -2.058 2.709 0.393
C -0.430 3.557 -0.810 -1.742
C -0.997 2.517 -1.708 0.213
N -0.631 1.249 -1.762 0.990
C -1.347 0.679 -2.809 -0.583
C -2.145 1.614 -3.365 -1.398
N -1.909 2.780 -2.666 0.807
C -2.573 4.064 -2.877 -1.714
N -3.510 4.382 -1.850 0.905
N -3.123 5.187 -0.814 -0.456
N -4.100 5.337 -0.011 -0.685
C -5.186 4.626 -0.503 0.214
C -6.478 4.482 0.013 -0.687
C -7.336 3.665 -0.680 -0.528
C -6.932 3.000 -1.860 -0.704
C -5.667 3.144 -2.382 -0.772
C -4.808 3.989 -1.675 1.608
H 0.332 3.104 -0.185 -0.742
H -1.195 4.027 -0.192 0.669
H 0.033 4.351 -1.401 0.795
H -1.239 -0.359 -3.057 0.103
H -2.849 1.560 -4.179 0.697
H -3.078 4.022 -3.838 0.572
H -1.829 4.857 -2.897 0.150
H -6.773 4.984 0.924 0.451
H -8.343 3.515 -0.313 0.403
H -7.639 2.352 -2.362 0.417
H -5.361 2.611 -3.273 0.386
```

Properties
energy = -111522.7998 eV
total charge = +2
LUMO energy (alpha / beta) = -5.79 / -7.17 eV
⟨S²⟩ = 0.766
spin multiplicity = 2
E_HOMO (alpha / beta) = -0.45976 / -0.45976 Eh


Below is a molecular structure, C54H69Cl2N6O6P3Y, with properties calculated with wB97M-V/def2-TZVPD.

```
141
Properties=species:S:1:pos:R:3:mulliken_charge:R:1
Y -0.191 0.351 -0.293 -0.686
O -0.624 1.177 -2.435 0.244
C -1.508 1.432 -3.254 1.061
C -1.343 2.557 -4.204 0.511
C -2.422 2.773 -5.184 -0.712
C -3.498 1.975 -5.242 -0.880
C -3.632 0.903 -4.296 -0.458
C -2.721 0.643 -3.323 -0.023
C -2.953 -0.427 -2.375 -1.121
N -2.198 -0.671 -1.377 1.397
N -2.633 -1.792 -0.675 -1.266
C -1.736 -2.266 0.133 -0.243
O -0.545 -1.782 0.328 1.087
C -2.175 -3.518 0.823 -0.484
C -3.254 -3.495 1.698 0.089
C -3.688 -4.664 2.305 -0.940
C -3.049 -5.867 2.036 -0.627
C -1.984 -5.899 1.144 -0.973
C -1.550 -4.728 0.537 0.148
H -1.190 3.446 -3.571 0.110
H -2.323 3.612 -5.865 0.458
H -4.275 2.137 -5.976 0.452
H -4.523 0.283 -4.345 0.462
H -3.820 -1.069 -2.520 0.382
H -3.757 -2.555 1.892 0.428
H -4.530 -4.638 2.988 0.437
H -3.389 -6.780 2.511 0.425
H -1.505 -6.842 0.907 0.474
H -0.741 -4.757 -0.185 0.677
C 2.799 -1.727 3.702 -1.082
N 2.078 -1.286 2.503 0.299
P 2.664 -1.625 0.946 1.880
C 3.009 -3.427 1.073 0.640
C 4.217 -4.031 1.416 -0.729
C 4.292 -5.412 1.557 -0.773
C 3.166 -6.201 1.366 -0.867
C 1.956 -5.608 1.030 -0.365
C 1.884 -4.232 0.876 0.349
C 4.345 -0.880 1.002 0.867
C 5.359 -1.289 0.129 -0.543
C 6.559 -0.594 0.059 -0.828
C 6.762 0.531 0.850 -0.746
C 5.767 0.945 1.723 -0.843
C 4.567 0.246 1.795 -0.332
P 0.645 -0.346 2.606 2.031
C 1.229 0.877 3.854 0.856
C 1.828 2.026 3.343 -0.733
C 2.497 2.915 4.176 -0.664
C 2.553 2.673 5.540 -0.894
C 1.951 1.537 6.064 -0.754
C 1.302 0.640 5.228 -0.540
C -0.406 -1.427 3.652 1.066
C -0.262 -2.809 3.607 -1.012
C -1.028 -3.624 4.431 -0.341
C -1.966 -3.068 5.286 -1.054
C -2.132 -1.687 5.325 -1.035
C -1.351 -0.872 4.517 -1.055
H 3.587 -2.421 3.421 0.534
H 2.129 -2.237 4.393 0.356
H 3.256 -0.885 4.222 0.311
H 5.103 -3.434 1.589 0.405
H 5.235 -5.871 1.827 0.448
H 3.233 -7.277 1.483 0.388
H 1.069 -6.216 0.891 0.424
H 0.944 -3.754 0.619 -1.034
H 5.216 -2.161 -0.499 0.511
H 7.337 -0.933 -0.614 0.442
H 7.694 1.079 0.785 0.412
H 5.924 1.811 2.356 0.496
H 3.798 0.575 2.487 -0.154
H 1.770 2.208 2.275 -0.227
H 2.973 3.794 3.763 0.569
H 3.067 3.368 6.196 0.431
H 2.004 1.335 7.127 0.446
H 0.863 -0.252 5.654 0.414
H 0.465 -3.252 2.935 0.017
H -0.893 -4.699 4.397 0.474
H -2.569 -3.706 5.922 0.432
H -2.852 -1.240 6.001 0.484
H -1.463 0.204 4.574 0.911
N 1.850 1.774 -5.649 -0.453
C 2.417 0.981 -4.555 -0.149
C 2.395 1.806 -3.268 -0.598
C 2.978 1.029 -2.077 0.142
N 2.152 1.205 -0.836 0.028
C 3.146 -0.456 -2.410 -1.326
C 1.960 -1.091 -3.117 0.081
N 0.843 -1.248 -2.142 -0.529
C 1.591 -0.297 -4.387 -0.726
H 2.470 2.536 -5.895 0.282
H -0.371 2.448 -4.710 -0.014
H 1.739 1.204 -6.480 0.246
H 3.452 0.703 -4.782 0.342
H 1.360 2.075 -3.062 -0.552
H 2.952 2.735 -3.417 0.665
H 3.976 1.415 -1.867 0.808
H 1.908 2.193 -0.761 0.086
H 2.764 1.020 -0.047 -0.297
H 3.343 -1.007 -1.501 -0.329
H 4.031 -0.569 -3.039 0.672
H 2.277 -2.088 -3.431 0.857
H 1.106 -1.977 -1.485 -0.087
H 0.021 -1.597 -2.625 0.365
H 0.535 -0.021 -4.373 -0.102
H 1.747 -0.934 -5.262 0.453
Cl -3.983 1.601 3.759 -0.126
C -3.894 0.337 2.538 -0.678
Cl -2.346 0.376 1.657 0.227
H -4.691 0.469 1.820 0.540
H -3.940 -0.619 3.041 0.283
C -1.007 6.678 2.101 -1.971
C -0.410 5.293 1.922 1.735
C -0.915 4.347 3.008 -1.144
C 1.106 5.396 1.903 -1.303
O -0.824 4.875 0.593 -0.176
P -1.166 3.458 -0.029 -1.016
O -1.081 3.634 -1.490 -0.940
O -0.293 2.329 0.581 0.624
O -2.653 3.137 0.446 1.701
C -3.839 3.808 -0.101 1.486
C -4.917 3.649 0.958 -1.537
C -4.243 3.084 -1.376 -1.259
C -3.618 5.293 -0.382 -1.639
H -0.610 7.141 3.007 0.425
H -2.094 6.626 2.183 0.368
H -0.752 7.303 1.244 0.399
H -0.567 4.689 3.985 0.535
H -0.548 3.331 2.846 0.006
H -2.007 4.321 3.016 0.170
H 1.476 5.687 2.887 0.434
H 1.416 6.145 1.171 0.437
H 1.538 4.438 1.621 -0.078
H -5.255 2.610 1.022 0.166
H -5.777 4.270 0.700 0.423
H -4.541 3.958 1.933 0.294
H -4.304 2.008 -1.186 0.163
H -3.508 3.266 -2.163 0.170
H -5.221 3.437 -1.714 0.610
H -3.445 5.842 0.545 0.267
H -4.512 5.695 -0.861 0.551
H -2.766 5.452 -1.044 0.273
```

Properties
energy = -132303.8282 eV
ΔE to the lowest compared entry with this formula, charge and spin = 0.0 kcal per mole
total charge = +1
LUMO energy = -3.00 eV
spin multiplicity = 1
E_HOMO = -0.38473 Eh


Record order is preserved below.
F_max: 0.77, 3.13, 2.17 eV/Å
Record order is preserved below.
M: 1207.10, 1219.45, 1150.92 g/mol